(one)
The following is a DFT calculation (wB97M-V/def2-TZVPD) of 15 unconnected molecules or ions with the total composition C30H90O15.

Results
Multiplicity ... 1
HOMO ... -9.575 eV
Frontier orbital gap ... 0.364 Eh

Each line ends with the Mulliken charge.
Atoms and positions in Å:
C (-14.24, -13.15, -7.95)  -1.15
C (-13.51, -14.44, -8.25)  -0.30
O (-13.72, -14.84, -9.59)  -0.21
H (-13.68, -12.26, -8.23)  0.29
H (-14.43, -13.06, -6.87)  0.41
H (-15.22, -13.19, -8.44)  0.15
H (-13.92, -15.22, -7.60)  0.36
H (-12.45, -14.35, -8.06)  0.40
H (-14.62, -15.22, -9.64)  -0.15
C (-18.93, -14.32, -14.76)  0.68
C (-19.61, -13.89, -16.06)  -0.37
O (-20.72, -13.04, -15.82)  -0.55
H (-19.61, -14.43, -13.92)  0.23
H (-18.22, -13.56, -14.44)  -0.51
H (-18.43, -15.28, -14.89)  -0.20
H (-19.87, -14.75, -16.68)  0.43
H (-18.89, -13.33, -16.65)  -0.17
H (-21.54, -13.52, -15.91)  0.33
C (-16.59, -11.41, -16.84)  -0.12
C (-15.97, -10.04, -16.93)  -0.36
O (-14.62, -10.21, -17.35)  -0.63
H (-17.57, -11.39, -16.39)  0.40
H (-15.92, -12.00, -16.19)  -0.52
H (-16.57, -11.97, -17.77)  0.18
H (-16.04, -9.58, -15.93)  0.21
H (-16.56, -9.39, -17.59)  0.42
H (-14.20, -9.35, -17.45)  0.29
C (-17.76, -18.50, -12.53)  -1.04
C (-17.04, -18.25, -13.85)  1.60
O (-17.53, -19.19, -14.82)  -0.65
H (-17.45, -19.46, -12.11)  0.35
H (-18.84, -18.58, -12.61)  0.36
H (-17.51, -17.70, -11.82)  -0.01
H (-15.98, -18.45, -13.68)  -0.35
H (-17.27, -17.24, -14.19)  -0.58
H (-17.79, -18.70, -15.61)  0.37
C (-19.01, -13.89, -10.86)  -0.38
C (-19.85, -15.13, -10.67)  -0.41
O (-19.16, -16.07, -9.79)  -0.45
H (-18.08, -14.09, -11.38)  -0.23
H (-18.78, -13.38, -9.92)  0.45
H (-19.57, -13.16, -11.45)  0.26
H (-20.04, -15.62, -11.63)  0.26
H (-20.82, -14.90, -10.22)  0.36
H (-19.80, -16.77, -9.59)  0.23
C (-13.38, -18.45, -11.95)  -0.48
C (-14.47, -19.19, -11.24)  0.25
O (-14.03, -19.67, -9.95)  -0.59
H (-13.81, -17.86, -12.76)  -0.33
H (-12.67, -19.13, -12.40)  0.45
H (-12.94, -17.71, -11.27)  0.25
H (-14.84, -20.06, -11.82)  0.37
H (-15.38, -18.58, -11.16)  -0.30
H (-14.80, -20.04, -9.50)  0.34
C (-13.69, -17.48, -16.83)  -0.04
C (-12.55, -17.87, -17.76)  -0.33
O (-12.15, -19.26, -17.65)  -0.57
H (-14.61, -18.01, -17.07)  0.43
H (-13.90, -16.41, -16.99)  -0.49
H (-13.47, -17.55, -15.76)  0.10
H (-11.67, -17.23, -17.58)  0.19
H (-12.81, -17.68, -18.80)  0.33
H (-12.23, -19.51, -16.72)  0.30
C (-15.40, -14.90, -12.77)  0.25
C (-14.88, -13.97, -13.79)  -0.23
O (-14.85, -14.68, -15.05)  1.87
H (-16.43, -15.19, -12.99)  -0.31
H (-15.35, -14.50, -11.76)  0.39
H (-14.79, -15.81, -12.80)  -0.77
H (-13.83, -13.70, -13.60)  0.01
H (-15.43, -13.03, -13.90)  0.13
H (-14.20, -14.26, -15.64)  -0.87
C (-10.32, -14.05, -10.44)  -0.86
C (-11.17, -12.79, -10.42)  -0.24
O (-12.39, -12.95, -11.14)  -0.12
H (-10.62, -14.75, -9.64)  0.21
H (-9.27, -13.86, -10.18)  0.44
H (-10.35, -14.56, -11.40)  -0.01
H (-10.65, -11.95, -10.88)  0.44
H (-11.40, -12.49, -9.38)  0.26
H (-12.90, -13.70, -10.75)  0.12
C (-11.36, -15.41, -13.99)  0.66
C (-10.41, -16.60, -13.99)  -0.60
O (-9.45, -16.53, -15.07)  -0.56
H (-12.12, -15.48, -13.21)  -0.14
H (-11.84, -15.36, -14.97)  -0.87
H (-10.82, -14.46, -13.86)  0.51
H (-11.02, -17.49, -14.12)  0.16
H (-9.89, -16.68, -13.02)  0.33
H (-8.86, -15.79, -14.93)  0.34
C (-13.29, -9.27, -14.31)  -1.17
C (-12.93, -10.63, -13.80)  1.01
O (-12.74, -10.49, -12.37)  -0.58
H (-12.47, -8.57, -14.17)  0.41
H (-14.15, -8.89, -13.74)  0.30
H (-13.54, -9.22, -15.36)  0.05
H (-11.98, -10.99, -14.25)  0.18
H (-13.72, -11.38, -13.97)  -0.46
H (-12.54, -11.38, -11.98)  0.37
C (-18.03, -10.51, -12.61)  -0.06
C (-19.35, -9.76, -12.42)  -0.67
O (-20.33, -10.58, -11.81)  -0.49
H (-17.68, -10.82, -11.63)  0.26
H (-17.31, -9.84, -13.09)  0.32
H (-18.21, -11.38, -13.23)  -0.27
H (-19.75, -9.33, -13.35)  0.33
H (-19.20, -8.89, -11.77)  0.30
H (-20.83, -11.00, -12.52)  0.30
C (-16.24, -15.68, -19.46)  -1.43
C (-16.37, -14.77, -18.24)  0.69
O (-16.55, -15.57, -17.09)  -0.36
H (-16.09, -15.11, -20.38)  0.40
H (-17.12, -16.31, -19.56)  0.35
H (-15.35, -16.31, -19.33)  0.17
H (-17.19, -14.05, -18.40)  0.19
H (-15.41, -14.24, -18.15)  -0.28
H (-16.05, -15.21, -16.33)  0.05
C (-16.59, -16.73, -7.02)  -1.18
C (-16.06, -17.05, -8.41)  -0.14
O (-16.34, -15.98, -9.31)  -0.26
H (-16.61, -17.60, -6.36)  0.41
H (-17.62, -16.37, -7.07)  0.23
H (-15.97, -15.97, -6.53)  0.23
H (-16.56, -17.98, -8.73)  0.25
H (-14.98, -17.21, -8.40)  0.40
H (-17.32, -16.00, -9.47)  0.03
C (-11.92, -14.39, -17.59)  -0.08
C (-12.37, -12.96, -17.56)  -0.62
O (-13.61, -12.88, -16.83)  0.02
H (-11.62, -14.76, -16.62)  -0.25
H (-11.09, -14.52, -18.29)  0.50
H (-12.71, -15.05, -17.96)  -0.08
H (-12.54, -12.58, -18.58)  0.38
H (-11.65, -12.29, -17.08)  0.35
H (-14.00, -11.99, -17.01)  -0.22

(two)
The following is a DFT calculation (wB97M-V/def2-TZVPD) of 15 unconnected molecules or ions with the total composition C30H90O15.

Results
Multiplicity ... 1
HOMO ... -9.230 eV
Frontier orbital gap ... 0.351 Eh

Each line ends with the Mulliken charge.
Atoms and positions in Å:
C (-0.89, -1.00, 4.55)  0.59
C (0.06, -1.73, 5.47)  -0.43
O (-0.57, -2.12, 6.66)  -0.57
H (-1.69, -0.54, 5.13)  0.43
H (-1.35, -1.65, 3.80)  -0.59
H (-0.36, -0.26, 3.95)  -0.35
H (0.81, -1.00, 5.77)  0.23
H (0.52, -2.56, 4.94)  0.31
H (-0.33, -3.03, 6.83)  0.34
C (-0.74, -0.58, 0.12)  0.73
C (0.58, 0.10, -0.25)  1.11
O (0.87, -0.21, -1.61)  1.29
H (-1.50, -0.15, -0.53)  -0.62
H (-1.06, -0.55, 1.16)  0.27
H (-0.73, -1.64, -0.13)  -0.58
H (1.31, -0.25, 0.48)  -0.34
H (0.59, 1.19, -0.18)  -0.42
H (1.59, 0.37, -1.87)  -0.95
C (3.62, -1.84, 1.83)  -0.26
C (4.15, -2.81, 0.78)  0.48
O (4.59, -4.01, 1.32)  -0.59
H (2.76, -2.34, 2.29)  0.01
H (3.15, -1.01, 1.30)  -0.30
H (4.38, -1.54, 2.55)  0.45
H (4.93, -2.30, 0.21)  0.18
H (3.33, -3.11, 0.12)  -0.34
H (4.28, -4.73, 0.78)  0.36
C (0.90, -3.72, -1.95)  -0.45
C (0.53, -3.10, -3.29)  -0.27
O (-0.38, -2.04, -3.09)  -0.62
H (1.56, -4.57, -2.12)  0.60
H (0.00, -4.16, -1.52)  0.20
H (1.34, -3.05, -1.21)  -0.35
H (0.11, -3.86, -3.96)  0.46
H (1.42, -2.76, -3.82)  -0.03
H (0.11, -1.32, -2.66)  -0.04
C (3.83, -1.86, -2.95)  -0.79
C (5.12, -1.03, -3.03)  -0.03
O (6.00, -1.74, -3.88)  -0.56
H (3.07, -1.37, -2.33)  0.06
H (4.07, -2.88, -2.64)  0.44
H (3.36, -1.96, -3.92)  0.46
H (5.52, -0.99, -2.01)  0.28
H (4.87, -0.03, -3.38)  -0.13
H (6.79, -1.22, -4.04)  0.33
C (-4.05, -1.39, 2.66)  0.62
C (-4.77, -1.30, 4.02)  -0.69
O (-5.53, -2.46, 4.27)  -0.54
H (-4.74, -1.44, 1.83)  0.46
H (-3.36, -2.24, 2.62)  -0.54
H (-3.44, -0.50, 2.47)  -0.23
H (-5.38, -0.40, 3.99)  0.36
H (-4.04, -1.14, 4.82)  0.18
H (-6.40, -2.28, 3.90)  0.33
C (-0.33, -3.87, 2.09)  0.12
C (-1.23, -4.68, 3.02)  -0.36
O (-1.12, -6.04, 2.77)  -0.60
H (0.68, -4.27, 2.24)  0.35
H (-0.34, -2.80, 2.25)  -0.04
H (-0.46, -4.11, 1.03)  -0.14
H (-2.29, -4.45, 2.89)  0.28
H (-0.95, -4.47, 4.05)  0.13
H (-1.46, -6.23, 1.90)  0.34
C (0.31, 3.93, 0.48)  -0.14
C (0.54, 5.15, 1.36)  -0.71
O (0.27, 6.36, 0.72)  -0.56
H (-0.76, 3.88, 0.27)  0.21
H (0.65, 3.05, 1.04)  -0.04
H (0.83, 3.98, -0.48)  0.16
H (1.59, 5.16, 1.66)  0.34
H (-0.04, 5.10, 2.29)  0.33
H (0.73, 7.05, 1.20)  0.33
C (-2.90, -3.24, -0.54)  0.33
C (-3.66, -2.75, -1.78)  -0.68
O (-3.12, -1.58, -2.43)  -0.55
H (-2.86, -2.42, 0.17)  -0.28
H (-1.86, -3.52, -0.72)  -0.51
H (-3.37, -4.09, -0.05)  0.50
H (-4.67, -2.50, -1.45)  0.36
H (-3.75, -3.53, -2.54)  0.42
H (-2.25, -1.83, -2.79)  0.28
C (4.18, 3.42, -0.60)  -0.98
C (4.19, 1.94, -1.07)  -0.06
O (3.06, 1.65, -1.88)  0.40
H (3.25, 3.64, -0.06)  -0.03
H (4.34, 4.12, -1.42)  0.31
H (5.05, 3.54, 0.04)  0.44
H (4.07, 1.21, -0.26)  0.06
H (5.05, 1.59, -1.64)  0.31
H (3.19, 2.06, -2.75)  -0.39
C (-6.63, 1.46, -1.48)  -1.33
C (-5.63, 0.29, -1.61)  0.05
O (-4.34, 0.75, -1.88)  -0.62
H (-6.36, 2.09, -0.63)  0.20
H (-7.66, 1.13, -1.35)  0.41
H (-6.66, 2.08, -2.37)  0.33
H (-5.94, -0.39, -2.41)  0.35
H (-5.68, -0.32, -0.70)  0.06
H (-3.78, -0.03, -2.00)  0.38
C (2.89, 1.43, -5.43)  -0.59
C (2.77, 2.94, -5.37)  -0.36
O (3.20, 3.33, -4.07)  -0.48
H (3.90, 1.09, -5.20)  0.18
H (2.63, 1.07, -6.42)  0.46
H (2.21, 0.95, -4.72)  -0.12
H (1.75, 3.30, -5.48)  0.24
H (3.36, 3.43, -6.14)  0.41
H (3.25, 4.29, -4.10)  0.23
C (-0.31, 2.77, -3.45)  -1.19
C (-1.25, 2.08, -2.54)  1.34
O (-2.52, 2.54, -2.89)  -0.65
H (-0.19, 3.85, -3.31)  0.39
H (-0.55, 2.65, -4.51)  0.38
H (0.69, 2.36, -3.26)  0.11
H (-1.04, 2.29, -1.49)  -0.47
H (-1.24, 0.99, -2.66)  -0.33
H (-3.17, 1.98, -2.45)  0.63
C (3.18, 1.57, 2.99)  -0.36
C (2.23, 2.00, 4.11)  -0.11
O (1.77, 3.32, 3.91)  -0.47
H (3.99, 2.27, 2.76)  0.44
H (2.66, 1.55, 2.03)  -0.13
H (3.62, 0.58, 3.10)  0.20
H (2.65, 1.83, 5.10)  0.38
H (1.33, 1.38, 4.03)  -0.23
H (2.55, 3.87, 4.08)  0.32
C (-4.02, 3.41, 1.01)  -1.49
C (-3.22, 2.17, 1.34)  1.30
O (-3.05, 2.16, 2.74)  -0.60
H (-4.12, 3.50, -0.07)  0.32
H (-3.46, 4.30, 1.29)  0.32
H (-5.00, 3.45, 1.49)  0.41
H (-2.26, 2.13, 0.82)  -0.40
H (-3.76, 1.27, 1.02)  -0.16
H (-2.16, 2.48, 2.90)  0.36

Relative energy of each structure, in kJ/mol: (one) 0.0; (two) 86.7.

(one)
The following is a DFT calculation (wB97M-V/def2-TZVPD) of 4 unconnected molecules or ions with the total composition C3H8N2.

Results
Multiplicity ... 1
HOMO ... -9.021 eV
Frontier orbital gap ... 0.339 Eh

Each line ends with the Mulliken charge.
Atoms and positions in Å:
C (-1.13, 0.83, 1.79)  -0.59
C (-0.59, -0.35, -0.31)  0.03
C (1.59, -0.37, -1.36)  -0.69
H (-0.94, 2.28, 2.01)  0.21
H (-0.76, 0.00, 3.10)  0.20
H (-2.39, 0.54, 1.05)  0.22
H (0.53, 1.17, 0.49)  0.29
H (-1.60, -0.81, -0.35)  0.29
H (1.97, -0.96, -0.38)  0.26
H (2.01, 0.72, -1.29)  0.20
H (2.15, -0.92, -2.19)  0.27
N (-0.16, 0.25, 0.92)  -0.27
N (0.14, -0.63, -1.38)  -0.43

(two)
The following is a DFT calculation (wB97M-V/def2-TZVPD) of 2 unconnected molecules or ions with the total composition C3H8N2.

Results
Multiplicity ... 1
HOMO ... -9.364 eV
SMILES string ... [H]/N=C/N.C=C
Frontier orbital gap ... 0.377 Eh

Each line ends with the Mulliken charge.
Atoms and positions in Å:
H (0.57, 0.30, -1.72)  0.21
N (0.70, -0.40, -0.99)  -0.56
C (0.22, -1.46, -1.51)  0.00
N (0.10, -2.64, -0.84)  -0.44
H (0.15, -1.54, -2.60)  0.27
H (-0.05, -2.63, 0.15)  0.27
H (-0.45, -3.31, -1.34)  0.23
C (0.40, 2.00, 1.18)  -0.22
C (-0.72, 1.79, 1.86)  -0.52
H (1.12, 2.74, 1.52)  0.23
H (0.55, 1.59, 0.19)  0.07
H (-1.13, 2.46, 2.61)  0.25
H (-1.46, 1.09, 1.49)  0.22

(three)
The following is a DFT calculation (wB97M-V/def2-TZVPD) of C3H8N2 in the gas phase.

Results
Multiplicity ... 1
HOMO ... -8.964 eV
SMILES string ... [H]/N=C/NCC
Frontier orbital gap ... 0.370 Eh

Each line ends with the Mulliken charge.
Atoms and positions in Å:
H (-2.77, -0.78, -0.11)  0.24
N (-2.10, -0.20, -0.60)  -0.72
C (-0.92, -0.58, -0.33)  0.01
N (0.24, -0.06, -0.85)  -0.23
C (1.37, 0.06, 0.06)  -0.57
C (1.08, 0.68, 1.41)  -0.93
H (-0.74, -1.42, 0.35)  0.39
H (0.15, 0.54, -1.64)  0.26
H (1.83, -0.93, 0.16)  0.25
H (2.14, 0.63, -0.46)  0.36
H (0.27, 0.20, 1.96)  0.31
H (1.99, 0.68, 2.03)  0.34
H (0.92, 1.76, 1.36)  0.27

Relative energy of each structure, in kJ/mol: (one) 639.3; (two) 100.6; (three) 0.0.

(one)
The following is a DFT calculation (wB97M-V/def2-TZVPD) of 2 unconnected molecules or ions with the total composition C3H5N.

Results
Multiplicity ... 3
HOMO (spin up / spin down) ... -8.820 / -11.792 eV
⟨S²⟩ ... 2.004
Frontier orbital gap (spin up / spin down) ... 0.353 / 0.412 Eh

Each line ends with the Mulliken spin population.
Atoms and positions in Å:
C (-0.12, -0.33, -0.51)  0.00
C (1.52, 0.34, 2.87)  1.82
C (-1.27, 0.24, -1.14)  0.00
N (0.80, -0.69, 0.06)  0.01
H (2.10, 0.01, 3.77)  0.08
H (2.27, 0.52, 2.12)  0.09
H (-1.24, 1.33, -1.18)  0.00
H (-2.20, 0.04, -0.62)  0.00
H (-1.54, -0.08, -2.28)  0.00

(two)
The following is a DFT calculation (wB97M-V/def2-TZVPD) of 2 unconnected molecules or ions with the total composition C3H5N.

Results
Multiplicity ... 3
HOMO (spin up / spin down) ... -8.940 / -9.120 eV
⟨S²⟩ ... 2.024
Frontier orbital gap (spin up / spin down) ... 0.366 / 0.277 Eh

Each line ends with the Mulliken spin population.
Atoms and positions in Å:
C (-0.39, -0.05, -1.96)  0.87
C (0.78, 0.93, 1.10)  0.58
C (0.30, -0.13, 1.59)  -0.01
N (0.04, -1.26, 1.98)  0.42
H (0.07, 0.17, -2.85)  0.05
H (0.15, -0.76, -1.33)  0.03
H (0.91, 1.97, 1.07)  0.01
H (-0.94, 0.71, -1.56)  0.05
H (-0.93, -1.60, 1.96)  -0.01

Relative energy of each structure, in kJ/mol: (one) 0.0; (two) 28.0.

(one)
The following is a DFT calculation (wB97M-V/def2-TZVPD) of a molecular structure, C2H3NOS3.

Results
Multiplicity ... 1
HOMO (spin up / spin down) ... -8.954 / -8.866 eV
Frontier orbital gap (spin up / spin down) ... 0.228 / 0.208 Eh

Each line ends with the Mulliken charge.
Atoms and positions in Å:
C (0.74, 1.21, -0.29)  0.51
C (-0.56, 0.38, -0.50)  0.21
N (0.95, 1.25, 1.03)  -0.31
O (1.35, 1.72, -1.15)  -0.50
S (-1.93, 1.24, -0.87)  -0.20
S (-0.41, -1.22, -0.09)  -0.08
S (-1.41, -3.84, -0.08)  -0.19
H (0.55, 0.87, 1.80)  0.15
H (1.60, 1.84, 1.47)  0.22
H (-0.88, -3.45, -1.33)  0.19

(two)
The following is a DFT calculation (wB97M-V/def2-TZVPD) of C2H3NOS3 in the gas phase.

Results
Multiplicity ... 1
HOMO ... -9.056 eV
SMILES string ... O=C(S)C(=S)NS
Frontier orbital gap ... 0.296 Eh

Each line ends with the Mulliken charge.
Atoms and positions in Å:
O (0.36, -0.97, 1.92)  -0.56
C (0.54, -1.12, 0.69)  0.55
S (0.51, -2.75, 0.32)  -0.14
C (0.13, 0.06, -0.39)  0.29
S (0.57, -0.32, -1.96)  -0.31
N (-0.25, 1.20, 0.23)  -0.32
S (-0.38, 2.73, -0.38)  -0.15
H (0.83, -2.68, -0.94)  0.12
H (-0.42, 1.20, 1.31)  0.36
H (-1.88, 2.65, -0.81)  0.16

Relative energy of each structure, in kJ/mol: (one) 124.4; (two) 0.0.